No. 1
The following is a DFT calculation (ωB97M-V/def2-TZVPD) of C2H5NO2P as an isolated structure.

Calculated values
net charge	+1
ΔE to the lowest compared entry with this formula, charge and spin	60.3	kcal/mol
HOMO-LUMO gap	8.62	eV
highest occupied orbital energy	-13.41	eV

Each line ends with the Löwdin charge.
Positions of all 11 atoms, in Å:
C 0.540 -0.891 -0.924  -0.519
C 0.090 0.313 -0.083  -0.302
N 0.959 0.980 0.971  0.183
O 1.523 -1.340 -1.451  0.115
O -2.116 -0.811 -0.790  -0.340
P -0.876 -1.352 0.120  1.005
H -0.959 1.036 -0.583  0.246
H 0.345 1.314 1.770  0.196
H 1.419 1.850 0.696  0.171
H 1.724 0.483 1.371  0.154
H -2.651 -1.582 -1.097  0.091

Forces on atoms 1 to 2 (eV/Å):
1.314 -0.042 -0.105
-2.570 1.039 -1.569

No. 2
The following is a DFT calculation (ωB97M-V/def2-TZVPD) of one molecule with the formula C2H5NO2S.

Calculated values
net charge	0
ΔE to the lowest compared entry with this formula, charge and spin	56.5	kcal/mol
SMILES	OCC(=S)NO
HOMO-LUMO gap	8.96	eV
highest occupied orbital energy	-8.57	eV

Each line ends with the Löwdin charge.
Positions of all 11 atoms, in Å:
O -1.119 1.057 -0.310  -0.091
C 0.248 0.653 -0.780  -0.171
C 0.573 -0.727 -0.312  -0.886
S 1.450 -1.784 -1.184  0.643
N 0.177 -0.890 0.958  -0.068
O -0.330 0.024 1.858  -0.008
H -1.774 0.673 -0.891  0.100
H 0.270 0.791 -1.827  0.100
H 0.926 1.338 -0.225  0.146
H 0.355 -1.803 1.448  0.172
H -0.776 0.667 1.264  0.063

Forces on atoms 1 to 2 (eV/Å):
1.421 0.197 -0.453
-1.433 1.096 1.617

No. 3
The following is a DFT calculation (ωB97M-V/def2-TZVPD) of a 2-piece molecular cluster, C2H5NO2S overall.

Calculated values
net charge	0
ΔE to the lowest compared entry with this formula, charge and spin	81.1	kcal/mol
SMILES	N=S(=O)=O.C=C
HOMO-LUMO gap	10.49	eV
highest occupied orbital energy	-10.41	eV

Each line ends with the Löwdin charge.
Positions of all 11 atoms, in Å:
N 2.190 0.790 1.092  -0.116
S 1.919 0.028 -0.156  0.637
O 2.116 -1.385 -0.164  -0.278
O 1.467 0.661 -1.397  -0.305
H 1.986 1.713 1.153  0.001
C -0.706 -0.304 1.529  -0.030
C -0.598 -0.257 0.172  -0.132
H -1.355 0.326 2.074  0.043
H -0.270 -1.144 2.045  0.060
H 0.009 -0.985 -0.423  0.046
H -1.036 0.631 -0.312  0.074

Forces on atoms 1 to 2 (eV/Å):
1.258 -4.295 -0.265
-0.435 1.639 -1.576

No. 4
The following is a DFT calculation (ωB97M-V/def2-TZVPD) of a 2-piece molecular cluster, C2H5NO2S overall.

Calculated values
net charge	0
ΔE to the lowest compared entry with this formula, charge and spin	165.1	kcal/mol
HOMO-LUMO gap (alpha / beta)	7.05 / 8.91	eV
highest occupied orbital energy (alpha / beta)	-9.06 / -9.17	eV

Each line ends with the Löwdin charge.
Positions of all 11 atoms, in Å:
C 1.870 0.093 -0.264  0.088
C -0.665 -0.279 0.802  -0.415
N -0.995 0.747 -0.013  -0.539
O -1.389 0.506 -1.133  -0.012
O -0.825 1.877 0.426  0.055
S -0.985 -1.909 0.220  0.848
H 1.440 0.637 -1.227  0.061
H 1.540 -0.919 -0.383  -0.050
H 2.370 0.640 0.530  0.010
H -0.677 -0.016 1.805  0.072
H -1.683 -1.378 -0.763  -0.118

Forces on atoms 1 to 2 (eV/Å):
-2.108 1.498 -2.825
0.225 -3.134 -0.399

No. 5
The following is a DFT calculation (ωB97M-V/def2-TZVPD) of one molecule with the formula C2H5NO2S.

Calculated values
net charge	0
ΔE to the lowest compared entry with this formula, charge and spin	127.6	kcal/mol
HOMO-LUMO gap	9.55	eV
highest occupied orbital energy	-9.11	eV

Each line ends with the Löwdin charge.
Positions of all 11 atoms, in Å:
C 1.105 -0.265 0.191  -0.059
C -0.013 1.455 0.093  -0.191
N -0.220 -0.780 -0.027  -0.474
O -2.451 0.560 -0.525  -0.502
O -0.382 -2.149 0.058  -0.083
S -1.403 0.428 0.500  0.906
H 1.903 -0.563 -0.485  0.080
H 1.611 -0.131 1.143  0.067
H 0.252 2.228 0.834  0.052
H 0.302 1.682 -0.888  0.035
H -0.704 -2.466 -0.895  0.171

Forces on atoms 1 to 2 (eV/Å):
-2.060 2.909 0.440
2.931 -1.971 1.748

No. 6
The following is a DFT calculation (ωB97M-V/def2-TZVPD) of one molecule with the formula C2H5NO3.

Calculated values
net charge	0
ΔE to the lowest compared entry with this formula, charge and spin	156.8	kcal/mol
SMILES	CCOON=O
HOMO-LUMO gap	9.31	eV
highest occupied orbital energy	-10.09	eV

Each line ends with the Löwdin charge.
Positions of all 11 atoms, in Å:
C -1.256 0.511 1.121  -0.086
C -0.321 -0.445 0.403  -0.266
O 0.414 0.314 -0.577  -0.133
O 1.474 -0.618 -1.003  -0.151
N 1.804 -0.284 -2.412  0.038
O 2.809 0.332 -2.362  0.085
H -1.776 -0.174 1.843  0.091
H -0.704 1.331 1.641  0.088
H -1.992 1.015 0.450  0.085
H 0.438 -0.829 1.111  0.126
H -0.892 -1.153 -0.215  0.123

Forces on atoms 1 to 2 (eV/Å):
-0.293 0.172 0.335
0.302 0.851 -0.904

No. 7
The following is a DFT calculation (ωB97M-V/def2-TZVPD) of one molecule with the formula C2H5NO3.

Calculated values
net charge	0
ΔE to the lowest compared entry with this formula, charge and spin	110.2	kcal/mol
SMILES	COC(=O)NO
HOMO-LUMO gap	10.40	eV
highest occupied orbital energy	-9.79	eV

Each line ends with the Löwdin charge.
Positions of all 11 atoms, in Å:
C -1.677 -0.494 0.107  0.070
O -0.202 -0.409 -0.393  0.031
C 0.253 0.722 -0.237  -0.627
O 0.014 1.946 -0.252  0.077
N 1.565 0.488 0.397  0.035
O 2.246 -0.624 -0.356  -0.129
H -2.355 0.039 -0.708  0.133
H -2.061 -0.073 1.029  0.098
H -1.872 -1.474 -0.168  0.054
H 2.037 1.269 0.133  0.063
H 2.052 -1.390 0.448  0.195

Forces on atoms 1 to 2 (eV/Å):
-0.948 2.123 -4.766
-6.926 -3.237 0.360

No. 8
The following is a DFT calculation (ωB97M-V/def2-TZVPD) of one molecule with the formula C2H5NO3.

Calculated values
net charge	0
ΔE to the lowest compared entry with this formula, charge and spin	51.8	kcal/mol
SMILES	O=C(CO)NO
HOMO-LUMO gap	10.72	eV
highest occupied orbital energy	-10.02	eV

Each line ends with the Löwdin charge.
Positions of all 11 atoms, in Å:
O -0.144 1.453 -0.001  0.068
C -0.166 0.232 -0.040  -0.463
C 1.149 -0.541 0.034  -0.185
O 2.149 0.376 -0.228  -0.040
N -1.274 -0.447 -0.217  0.025
O -2.461 0.237 -0.117  0.009
H 1.335 -1.031 1.035  0.141
H 1.221 -1.342 -0.670  0.114
H 1.807 1.257 -0.098  0.070
H -1.406 -1.346 0.177  0.153
H -2.209 1.153 0.124  0.107

Forces on atoms 1 to 2 (eV/Å):
-0.350 0.234 0.055
1.733 0.270 0.208

No. 9
The following is a DFT calculation (ωB97M-V/def2-TZVPD) of one molecule with the formula C2H5NO3S3.

Calculated values
net charge	0
ΔE to the lowest compared entry with this formula, charge and spin	17.0	kcal/mol
SMILES	NCC1(S(=O)(=O)O)SS1
HOMO-LUMO gap	7.62	eV
highest occupied orbital energy	-8.55	eV

Each line ends with the Löwdin charge.
Positions of all 14 atoms, in Å:
N -1.823 -0.157 0.037  0.007
C -0.938 0.850 0.582  -0.358
C 0.472 0.756 0.265  -0.846
S 1.118 -0.742 -0.564  0.509
O 2.520 -0.870 -0.483  -0.283
O 0.427 -0.851 -1.836  -0.307
O 0.563 -1.869 0.418  -0.166
S 1.621 2.013 0.631  0.499
S 1.258 2.065 -1.350  0.408
H -1.518 -1.063 0.247  0.031
H -2.275 -0.008 -0.864  0.096
H -1.335 1.962 0.459  0.169
H -0.972 0.592 1.674  0.139
H 0.884 -2.678 0.785  0.102

Forces on atoms 1 to 2 (eV/Å):
-1.004 2.027 -0.373
-2.665 0.835 1.072

No. 10
The following is a DFT calculation (ωB97M-V/def2-TZVPD) of a 2-piece molecular cluster, C2H5NO4 overall.

Calculated values
net charge	0
ΔE to the lowest compared entry with this formula, charge and spin	35.7	kcal/mol
SMILES	O=CNC(=O)O.O
HOMO-LUMO gap	11.44	eV
highest occupied orbital energy	-11.00	eV

Each line ends with the Löwdin charge.
Positions of all 12 atoms, in Å:
O -1.866 -0.725 0.638  0.101
C -1.093 0.164 0.488  -0.275
N -1.511 1.538 0.361  0.130
C -2.205 2.019 -0.758  -0.601
O -2.284 3.174 -1.028  0.131
O -2.804 1.063 -1.480  0.135
H 0.010 0.125 0.478  0.144
H -0.764 2.090 0.759  0.139
H -2.825 0.210 -1.023  0.097
O 4.742 -3.294 0.460  -0.065
H 5.425 -3.151 -0.209  0.036
H 5.175 -3.213 1.315  0.029

Forces on atoms 1 to 2 (eV/Å):
-0.051 -0.811 -0.532
-0.271 1.920 0.276